# 1
Computed, not measured: a 12-piece molecular cluster, C29H61Br22FO2Si overall, with the ωB97M-V functional and the def2-TZVPD basis.

The geometry in XYZ format:
```
116
Properties=species:S:1:pos:R:3:forces:R:3
Br -0.33830 4.32013 3.39162 0.13 0.09 -0.04
Br 5.74307 -4.14111 -1.20062 -0.19 -0.05 0.06
Br -6.94570 -0.30677 3.59829 -0.16 0.15 0.00
Br 1.61426 -2.02583 -6.46323 0.05 -0.02 -0.02
Br -0.60420 2.25242 10.61601 -0.05 0.02 -0.03
Br -1.12108 3.43233 6.87985 -0.02 0.08 -0.08
Br 3.34224 6.35274 -1.03445 0.26 0.07 0.01
Br -5.02652 3.65052 -0.80096 0.17 0.06 0.02
Br -8.58996 -0.25849 -6.11855 -0.04 0.07 0.03
Br -4.15180 -0.99310 1.38608 -0.17 0.06 0.42
Br 3.91978 -4.58900 1.91903 -0.30 -0.21 -0.08
Br -1.60529 6.81461 -1.06542 0.03 -0.01 0.00
Br -6.93846 2.05342 -3.76282 0.04 -0.09 -0.03
Br 1.00434 -5.64091 -6.82834 -0.02 0.05 0.08
Br 1.39461 8.12732 1.53079 -0.03 -0.10 -0.05
Br 6.26881 -2.05366 2.18978 0.18 0.29 -0.01
Br -0.47681 3.60627 -2.46988 0.07 -0.02 -0.18
Br 3.94016 0.27408 3.84545 -0.04 -0.07 -0.03
Br -4.03719 3.16424 2.65640 -0.11 -0.14 0.18
Br 9.93379 -4.08669 -0.95773 -0.05 0.00 0.09
Br -2.90020 0.25711 8.52144 0.04 -0.08 0.04
Br 10.63052 -0.48049 -0.57439 0.04 -0.03 -0.05
Si -2.34626 -2.41248 -2.79972 -0.69 -0.88 -0.08
F -1.59382 -0.01156 -3.64421 -0.43 0.49 -1.40
O 0.71220 -4.87003 -0.90894 1.63 -0.37 -0.19
O -1.43701 -3.82365 -2.66583 -0.52 1.10 -0.02
C -6.62396 1.77472 -5.66202 -0.13 0.34 0.23
C 0.14351 2.73170 4.40961 -0.14 0.00 -0.27
C 1.94151 -2.92522 -1.54515 -0.60 -0.22 -0.38
C -0.03853 -3.66074 -2.82140 -0.12 -0.72 0.14
C -3.23394 3.64968 -0.02161 -0.18 -0.30 -0.23
C -3.11531 2.60050 1.04683 0.08 0.17 0.18
C -0.00159 6.39369 -2.08532 -0.27 0.14 0.06
C 0.59998 -3.58372 -1.45623 0.10 0.26 -0.25
C -2.51982 1.95996 10.79415 0.26 -0.02 0.18
C -3.86799 -2.67114 -1.71345 1.01 -0.03 -0.12
C 9.48827 -1.40516 -1.85234 -0.02 0.22 0.23
C 3.83791 6.83624 0.78491 -0.01 -0.26 -0.07
C -1.67833 0.03649 -1.33580 1.27 -0.18 0.27
C 5.71270 -5.67528 -0.00690 -0.06 -0.06 -0.25
C 8.76010 -2.55631 -1.21588 0.19 -0.12 -0.24
C -0.98124 2.29729 5.30772 0.02 -0.04 0.31
C 6.34862 -1.27420 3.97081 0.08 -0.24 -0.17
C 0.47148 -2.97184 -7.72219 -0.07 0.23 0.22
C 4.33086 -5.90185 0.54522 0.00 0.02 0.26
C -7.02302 -0.92104 1.75609 0.27 -0.09 0.34
C -0.29060 5.40876 -3.18340 0.18 -0.15 0.06
C -0.21321 -4.14209 -7.06969 0.09 -0.24 -0.15
C 2.67602 6.67711 1.72790 -0.06 0.28 0.09
C 4.98216 -1.19107 4.59464 -0.03 0.27 0.08
C -2.89825 0.54617 10.44594 -0.20 0.03 -0.24
C -5.88376 -1.88555 1.52004 0.01 0.08 -0.37
C -1.34191 -0.80528 -2.54407 -0.72 -0.13 0.63
C -7.90862 1.54298 -6.40876 0.04 -0.29 -0.16
C -0.69166 -0.24333 -0.20320 -0.99 0.30 -0.67
H 8.78238 -0.65528 -2.19802 -0.07 0.00 0.00
H 4.27026 -6.87127 1.03139 0.05 -0.05 0.03
H -0.08132 -3.04771 -0.82104 -0.27 0.76 0.42
H 2.41544 -3.29731 -2.43011 0.74 -0.33 -0.46
H -2.69603 -0.01686 -1.03743 -0.98 -0.24 0.34
H 3.01326 6.72823 2.75908 0.06 -0.01 0.04
H -1.19959 5.63381 -3.72731 -0.10 0.01 0.01
H -6.99468 -0.04067 1.12547 0.12 0.03 -0.09
H -0.61498 -3.90336 -6.09188 -0.02 0.07 0.06
H 2.13032 5.75358 1.57415 0.00 -0.08 -0.02
H -2.82767 -2.36336 -4.19980 0.13 0.17 -0.09
H 7.97068 -2.91721 -1.86698 0.09 0.08 -0.04
H -5.78373 -2.59873 2.32837 -0.04 -0.05 0.06
H -1.94719 2.31931 4.81570 -0.03 0.03 -0.10
H 6.82676 -0.30781 3.87236 -0.01 0.10 0.03
H 6.98966 -1.93657 4.54573 -0.02 -0.03 0.07
H 10.12182 -1.71093 -2.67537 0.04 -0.07 -0.05
H -0.72143 0.56478 0.49069 -0.17 0.39 0.94
H -3.05542 4.64978 0.34748 0.04 0.06 0.09
H 4.64274 6.15797 1.05381 0.01 -0.06 0.03
H -0.26049 -2.23965 -8.05139 -0.07 0.01 0.01
H 1.05181 2.96630 4.94999 0.04 0.01 0.10
H -0.79556 1.29796 5.69351 0.06 -0.04 -0.01
H -4.72167 -2.81261 -2.33865 -0.73 0.21 -0.47
H -3.72531 -3.61585 -1.22084 0.21 -0.64 0.32
H -7.97838 -1.42173 1.62861 -0.01 -0.09 0.04
H 6.45452 -5.48574 0.75950 0.00 0.02 0.10
H -0.90468 -1.18413 0.25533 0.07 -0.60 0.61
H -1.50927 1.04939 -1.63928 0.03 0.75 -0.35
H 0.33032 7.34293 -2.49617 0.06 0.02 -0.04
H 0.29205 -0.22760 -0.61110 0.92 -0.24 -0.24
H 4.21865 7.84891 0.74733 -0.03 0.10 0.02
H -2.54700 3.43969 -0.83823 -0.14 0.03 0.03
H 4.40038 -2.09378 4.45487 -0.01 -0.08 -0.05
H -8.69586 2.22704 -6.11795 -0.02 0.07 0.08
H -6.14259 2.68554 -6.00773 -0.01 0.04 -0.05
H 1.09555 -3.25724 -8.55948 0.04 -0.10 -0.04
H 0.24663 -2.85760 -3.49005 -0.07 0.49 -0.08
H 2.54932 -3.07928 -0.68423 0.45 -0.11 0.66
H -5.93292 0.94953 -5.74588 0.08 -0.18 -0.06
H -2.74368 2.16766 11.83669 -0.04 -0.04 0.05
H -6.00854 -2.41717 0.57885 0.00 0.03 -0.06
H 0.73478 6.02605 -1.37934 -0.11 0.03 -0.06
H -2.22647 -0.18659 10.87454 0.09 -0.01 0.05
H 0.54170 5.35354 -3.87984 0.07 0.02 0.01
H -0.28174 -0.93882 -2.54562 0.83 -0.40 0.03
H 0.35389 1.96693 3.66637 -0.02 -0.07 0.00
H -7.74429 1.61649 -7.48029 0.05 0.01 -0.04
H 6.02838 -6.52219 -0.60942 -0.02 -0.04 -0.06
H -3.91458 0.33408 10.76555 -0.05 0.04 0.04
H -1.00990 -4.51882 -7.70447 -0.04 0.02 -0.06
H -0.12796 -5.07834 -0.56294 -1.46 -0.69 0.60
H -3.01072 2.69418 10.16739 -0.05 0.00 -0.10
H 8.34204 -2.31229 -0.24667 -0.02 0.07 0.06
H 1.76921 -1.88498 -1.71345 0.11 0.92 0.01
H 3.54960 -5.82621 -0.20312 -0.01 0.03 -0.08
H -4.05423 -1.96426 -0.92096 -0.06 0.39 -0.17
H 0.32158 -4.56510 -3.27056 0.38 -0.60 -0.41
H 5.06084 -0.97291 5.65585 0.04 0.01 0.04
H -3.54484 1.64823 0.76101 -0.07 -0.01 -0.10
H -2.07440 2.45524 1.32995 0.05 0.12 0.01
```
Forces are in eV/Å.

Highest occupied orbital energy ... -9.555 eV
LUMO level ... 0.2 eV
Charge ... 0
Structure (SMILES) ... CC[C@H](F)[Si@H](C)OC[C@H](C)O.BrCCBr.BrCCBr.BrCCBr.BrCCBr.BrCCBr.BrCCBr.BrCCBr.BrCCBr.BrCCBr.BrCCBr.BrCCBr



# 2
Computed, not measured: C29H61F3N5O23S4Sn2 as an isolated structure, with the ωB97M-V functional and the def2-TZVPD basis.

The geometry in XYZ format:
```
127
Properties=species:S:1:pos:R:3:forces:R:3
Sn 10.26827 13.32751 29.17266 1.52 0.59 -1.12
Sn 5.69068 12.12707 30.55720 3.52 1.33 -2.39
S 6.95793 14.91068 28.52200 -0.21 1.38 -1.72
S 12.35327 16.23989 28.34343 2.74 -0.94 -2.88
S 12.57416 12.92613 25.77585 3.68 2.56 -3.38
S 9.03076 13.60409 32.80067 1.72 4.77 -2.76
F 8.07430 13.97457 35.29002 1.68 -0.71 -0.17
F 8.93970 12.01412 34.80325 -0.80 -1.47 0.77
F 10.33176 13.54641 35.18994 -1.40 0.83 -0.05
O 12.33900 15.15741 29.31537 -0.60 -3.76 3.11
O 6.51307 9.64569 28.68144 -1.51 0.52 1.07
O 13.66323 13.39536 26.55312 4.97 -3.82 5.91
O 7.52336 14.28593 29.66128 3.00 -2.72 6.09
O 12.87083 17.41495 29.00151 0.74 2.67 1.80
O 6.47691 16.25139 28.83259 0.69 1.49 -0.30
O 7.36004 12.30203 24.42970 -1.33 0.68 0.73
O 12.57076 14.21455 25.10264 -4.99 1.66 -5.46
O 19.37673 17.52811 29.90422 -1.37 -0.27 -2.05
O 7.04638 15.93192 24.05575 -0.60 -1.45 -0.46
O 8.25512 11.05074 28.70193 -1.05 -0.30 -0.05
O 13.16577 15.88660 27.19744 0.24 0.83 0.35
O 8.90080 15.11051 32.59793 -0.16 -3.89 1.32
O 10.27693 13.09756 32.21703 -0.12 0.08 1.00
O 7.96995 14.80910 27.48108 0.80 0.84 -1.28
O 10.16825 18.60819 26.08215 -1.99 1.09 0.90
O 10.97695 16.40534 27.98982 -4.52 0.97 -1.07
O 7.77034 19.62069 31.06365 0.83 -0.22 1.55
O 11.37837 12.71879 26.58505 -4.14 -0.77 2.05
O 5.82239 14.09890 28.25337 -4.71 -3.38 -1.30
O 12.83923 11.75163 24.88656 -1.02 0.21 1.13
O 16.20008 14.75928 30.89069 -0.66 0.13 -0.22
O 7.94643 12.81675 32.23673 -2.15 -0.75 0.63
N 9.21287 14.34824 25.00902 -0.25 -1.49 -2.02
N 8.84457 17.72775 28.89471 0.06 0.78 1.44
N 12.25705 16.95237 31.93795 0.67 -0.04 1.37
N 12.02025 10.61729 28.16030 1.35 -0.27 1.08
N 17.33616 16.16887 28.52570 -0.19 0.74 1.08
C 8.87352 19.08512 28.26585 -0.05 0.79 0.24
C 12.30448 17.99519 32.81663 -0.27 -0.79 0.01
C 8.35437 16.42939 23.86947 0.02 0.06 0.64
C 12.80589 17.50774 34.01742 0.61 1.65 -0.77
C 9.10400 13.29925 34.68749 0.23 0.81 -1.64
C 8.88798 19.17228 26.69726 2.02 -1.94 -0.34
C 7.58835 10.07313 28.23303 1.24 1.03 0.07
C 9.05980 17.49411 30.40340 0.07 1.80 0.37
C 11.33324 19.41657 26.35543 -1.22 -0.38 0.25
C 9.27843 13.48908 23.71609 -2.20 0.61 0.37
C 11.27237 9.92885 29.06966 -0.59 0.03 -0.81
C 6.50115 11.19105 24.38384 0.08 0.38 0.37
C 15.52354 13.52534 31.13150 -1.38 -0.24 -0.69
C 8.15543 9.30128 27.05219 0.76 0.09 -1.41
C 12.97437 11.36558 28.84801 -0.67 -0.16 1.47
C 12.83441 15.84847 32.55161 -1.35 -0.32 -2.15
C 6.16862 16.45825 25.03644 1.12 0.80 0.88
C 12.71147 11.19201 30.23157 0.78 1.06 -2.48
C 19.06145 18.10311 28.58968 -1.94 -0.70 0.97
C 7.99482 18.19146 31.32117 -0.85 -0.71 -1.64
C 20.72956 17.37972 30.19163 0.43 -0.14 0.46
C 8.61173 12.05884 23.93667 2.02 1.52 -0.38
C 15.33804 15.59654 30.06263 1.10 -0.47 -0.21
C 11.59792 10.36597 30.31194 -0.01 -1.33 2.05
C 16.15354 16.68531 29.37827 -0.27 -0.42 0.37
C 13.24259 16.17659 33.79495 -0.14 0.59 1.18
C 9.42656 15.79298 24.77787 0.45 0.24 1.07
C 8.10692 20.43266 32.20259 0.51 -0.63 1.14
C 18.11727 17.19115 27.68881 -0.12 -1.74 1.26
H 11.04296 20.44652 26.14797 0.39 0.35 -0.10
H 7.45233 8.92844 26.30738 -0.71 -0.44 0.86
H 7.07232 17.68618 31.03521 -0.34 0.25 -0.47
H 10.45655 15.84684 24.42526 -0.01 0.41 -0.31
H 18.66656 16.48680 27.06410 0.26 0.64 -0.49
H 8.68712 16.23362 22.85012 -0.61 0.02 -0.24
H 9.76831 19.54095 28.68972 0.17 0.10 -0.29
H 10.09696 17.75749 30.61085 -0.12 0.39 0.05
H 9.68642 17.26069 28.58936 1.19 -1.34 -1.47
H 5.58467 11.57524 24.83169 -0.04 -0.60 0.18
H 7.99933 17.87291 32.36357 1.03 0.57 0.21
H 11.31027 9.97107 31.27511 -0.61 -0.14 -0.21
H 9.89311 13.92610 25.62478 1.12 0.15 0.87
H 9.25181 11.51827 24.63395 0.02 -0.49 -0.01
H 16.53703 17.37106 30.13376 0.34 0.08 -0.34
H 6.54496 16.42097 26.05874 0.40 -0.68 0.12
H 10.61916 9.13483 28.73912 -0.23 0.35 0.12
H 5.21357 15.93344 25.05975 0.19 0.05 -0.56
H 13.75811 12.00345 28.46687 -0.43 -0.08 -0.99
H 14.54508 16.09738 30.61804 0.13 0.00 0.26
H 21.11663 18.36401 30.45515 0.65 -0.03 -0.34
H 18.02719 15.72286 29.11190 0.16 0.11 1.03
H 11.90899 10.46986 27.16734 0.43 0.67 -0.12
H 8.06087 19.66365 28.70518 -0.18 -0.05 -0.34
H 8.00734 17.18110 28.75216 -1.05 -0.34 -0.99
H 11.98795 18.95955 32.44756 0.01 0.12 0.46
H 13.82231 15.61104 34.50944 -0.38 -0.34 -0.11
H 17.03960 15.37117 27.98179 -0.77 0.01 -0.85
H 10.25099 13.63592 23.24634 0.19 -0.66 0.53
H 8.30608 14.24645 25.44201 -0.57 -0.32 0.33
H 13.01232 18.17415 34.84185 0.04 -0.28 0.22
H 15.39843 17.13894 28.73628 0.27 0.37 -0.35
H 6.28428 10.83192 23.37781 0.08 0.25 -0.46
H 8.53141 14.01521 23.12173 0.08 -0.12 -0.45
H 19.92414 18.40498 27.99575 0.05 0.03 0.29
H 21.25062 16.84484 29.39759 0.34 0.38 -0.20
H 13.35105 11.54939 31.02505 -0.31 0.18 0.01
H 8.68326 20.13876 26.23672 0.51 0.68 0.84
H 14.81119 15.02927 29.29534 0.03 -0.43 -0.10
H 11.63107 19.31381 27.39890 0.18 -0.06 0.05
H 8.42212 11.52955 23.00286 1.06 -0.07 -0.44
H 8.25363 17.50690 23.99955 0.85 0.25 0.14
H 15.41252 12.96019 30.20609 0.70 -0.32 -0.25
H 9.13014 20.34056 32.56677 0.74 -0.03 -0.94
H 8.75331 9.89322 26.35921 0.49 0.61 0.66
H 12.61927 14.91864 32.04612 0.74 -0.20 0.07
H 9.44486 16.21729 25.78172 -0.03 0.14 -0.03
H 18.39747 18.92538 28.85634 0.51 0.49 -0.25
H 7.89497 21.50127 32.16702 -0.25 -0.17 -1.05
H 12.05443 17.06874 30.95536 0.27 -0.44 -0.39
H 6.07214 17.53897 24.93226 -0.54 0.29 -0.67
H 15.87504 12.88298 31.93891 0.80 0.53 -0.08
H 17.31823 17.70085 27.15044 0.58 0.42 -0.19
H 8.80833 8.48413 27.35895 -0.20 -0.06 0.25
H 12.15311 19.07861 25.72164 -0.24 -0.07 -0.01
H 7.66437 20.11757 33.14757 -1.10 -0.45 -0.18
H 8.07209 18.61240 26.24016 0.17 -0.74 0.30
H 9.03525 16.40945 30.50848 -0.45 0.06 0.19
H 20.83591 16.75333 31.07730 -0.27 0.01 0.08
H 14.46112 13.66106 31.33384 -0.12 0.64 0.47
H 6.96654 10.35252 24.90189 -0.39 -0.04 0.35
```
Forces are in eV/Å.

Highest occupied orbital energy ... -2.369 eV
LUMO level ... -0.5 eV
Charge ... -1



no.,Kohn-Sham gap (eV)
1,9.7
2,1.8